[1]
Computed, not measured: an isolated molecule of C16H17N5O2S2 at a distorted geometry, with wB97M-V/def2-TZVPD.

Output
Lowest unoccupied orbital energy (eV): 0.18
DFT total energy (Eh): -1840.44090
Kohn-Sham gap (eV): 7.8656
SMILES: Cc1sc(N=C(N)N)nc1-c1ccn(S(=O)(=O)c2ccccc2)c1C
Strongest force on any atom (eV/A): 7.845
Energy relative to the best compared isomer or geometry (same formula, charge and spin) (eV): 3.154
HOMO (eV): -7.68

ORCA input file:
```
! wB97M-V def2-TZVPD RIJCOSX def2/J DEFGRID3
* xyz 0 1
C 2.65 2.54 -2.42
C 1.81 1.39 -2.94
S 1.78 1.00 -4.59
C 1.00 -0.56 -4.26
N 0.68 -1.36 -5.26
C 0.45 -2.53 -5.16
N 0.16 -3.13 -6.37
N 0.20 -3.26 -3.99
N 0.73 -0.70 -2.99
C 1.18 0.37 -2.26
C 0.82 0.39 -0.76
C 1.17 -0.80 0.14
C 0.57 -0.68 1.32
N -0.03 0.58 1.26
S -0.43 1.54 2.72
O 0.85 2.03 3.34
O -1.27 2.67 2.37
C -1.21 0.51 4.02
C -2.60 0.44 4.12
C -3.11 -0.27 5.23
C -2.35 -0.91 6.18
C -0.97 -0.94 5.97
C -0.40 -0.21 4.89
C 0.08 1.20 0.03
C -0.67 2.43 -0.51
H 2.88 2.66 -1.36
H 3.66 2.46 -2.88
H 2.18 3.49 -2.68
H -0.54 -3.85 -6.26
H 0.14 -2.55 -7.18
H 0.38 -2.58 -3.20
H 0.28 -4.24 -3.81
H 1.83 -1.53 -0.10
H 0.50 -1.56 1.99
H -3.20 1.22 3.52
H -4.16 -0.40 5.40
H -2.79 -1.41 7.03
H -0.22 -1.48 6.59
H 0.68 -0.29 4.82
H -0.17 3.39 -0.37
H -0.89 2.38 -1.54
H -1.65 2.54 -0.03
*
```



[2]
Computed, not measured: a 2-piece molecular cluster, C16H17NO overall at a distorted geometry, with wB97M-V/def2-TZVPD.

Output
Lowest unoccupied orbital energy (spin up / spin down) (eV): 3.05 / 3.01
DFT total energy (Eh): -749.77205
Kohn-Sham gap (spin up / spin down) (eV): 2.3979 / 7.2115
Strongest force on any atom (eV/A): 6.660
Energy relative to the best compared isomer or geometry (same formula, charge and spin) (eV): 2.144
Expectation value of S²: 0.755
HOMO (spin up / spin down) (eV): 0.65 / -4.20

ORCA input file:
```
! wB97M-V def2-TZVPD RIJCOSX def2/J DEFGRID3
* xyz -1 2
C 4.36 2.01 0.57
C 0.85 2.23 -0.55
C 2.22 2.62 -0.60
C 2.87 2.05 0.54
C 1.93 1.24 1.20
C -0.06 2.76 -1.50
C 0.39 3.57 -2.49
C 1.79 3.93 -2.54
C 2.68 3.47 -1.66
N 0.70 1.29 0.54
H -1.02 2.33 -1.36
H -0.32 4.16 -3.00
H -0.07 0.76 0.78
H 2.18 4.37 -3.47
H 1.91 0.79 2.18
H 3.70 3.74 -1.76
H 4.64 0.92 0.40
H 4.83 2.31 1.60
H 4.93 2.46 -0.11
C -3.43 -3.68 -1.37
C -1.13 -3.52 1.54
C -1.66 -3.81 0.26
C -1.71 -2.55 2.30
C -2.84 -3.22 -0.09
C -2.75 -1.67 1.75
C -3.38 -2.12 0.59
O -0.95 -2.02 3.28
H -0.31 -4.17 1.84
H -1.17 -4.59 -0.28
H -1.30 -2.09 4.20
H -2.90 -0.69 2.20
H -2.69 -3.47 -2.04
H -4.30 -3.15 -1.76
H -4.17 -1.52 0.15
H -3.84 -4.71 -1.31
*
```



[3]
Computed, not measured: C16H17NO5 as an isolated structure at a distorted geometry, with wB97M-V/def2-TZVPD.

Output
Lowest unoccupied orbital energy (eV): 0.26
DFT total energy (Eh): -1050.24353
Kohn-Sham gap (eV): 9.1148
Strongest force on any atom (eV/A): 18.754
Energy relative to the best compared isomer or geometry (same formula, charge and spin) (eV): 18.566
HOMO (eV): -8.86

ORCA input file:
```
! wB97M-V def2-TZVPD RIJCOSX def2/J DEFGRID3
* xyz 0 1
C 5.71 -2.61 0.74
H 6.61 -1.99 0.60
H 5.64 -3.30 1.43
H 5.66 -3.17 -0.26
C 4.74 -1.52 0.70
C 3.37 -2.35 0.96
N 3.27 -3.63 1.14
O 1.90 -4.00 0.86
C 1.19 -2.90 0.88
C 2.00 -1.71 0.90
C 1.60 -0.55 0.79
O 2.46 0.36 0.27
O 0.56 0.04 1.19
C -0.21 1.09 0.98
C -1.05 1.00 -0.32
O -1.15 -0.09 -0.63
C -1.85 2.34 -0.47
C -1.55 3.47 0.04
C -2.44 4.55 -0.49
C -3.46 4.38 -1.11
C -3.70 3.17 -1.79
C -3.05 1.91 -1.24
O -3.41 0.73 -1.81
C -4.48 0.55 -2.50
H -4.36 1.05 -3.88
H -4.54 -0.40 -2.92
H -5.27 1.07 -2.14
H -4.74 3.01 -2.44
H -3.96 5.28 -1.35
H -2.07 5.59 0.07
H -0.77 3.49 0.51
H -0.57 1.50 1.76
H 0.63 1.83 0.70
C -0.24 -2.84 0.99
H -0.69 -2.16 0.30
H -0.88 -2.83 1.95
H -0.62 -3.92 0.53
H 4.62 -1.09 1.96
H 4.56 -1.03 -0.02
*
```



[4]
Computed, not measured: C16H18B2N6O2Sn as an isolated structure at a distorted geometry, with wB97M-V/def2-TZVPD.

Output
Lowest unoccupied orbital energy (eV): -7.86
DFT total energy (Eh): -1363.05278
Kohn-Sham gap (eV): 6.3697
Strongest force on any atom (eV/A): 4.719
Energy relative to the best compared isomer or geometry (same formula, charge and spin) (eV): 0.540
HOMO (eV): -14.23

ORCA input file:
```
! wB97M-V def2-TZVPD RIJCOSX def2/J DEFGRID3
* xyz 2 1
H -0.47 2.88 0.75
N 0.03 1.67 -0.93
B 0.67 0.80 -3.24
N 0.55 1.94 -2.18
C 0.75 3.27 -2.29
Sn -0.58 -0.40 -0.39
H 1.09 3.70 -3.22
C 0.41 3.85 -1.08
H 0.46 4.90 -0.83
C -0.07 2.83 -0.25
H 1.13 1.19 -4.28
C -1.94 -2.33 0.75
H -2.19 -2.22 1.81
H -0.90 -2.69 0.68
H -2.59 -3.05 0.24
N -0.76 0.18 -3.40
N 1.56 -0.33 -2.59
N -1.44 -0.34 -2.32
N 1.20 -0.96 -1.42
C -1.53 0.09 -4.49
C 2.66 -0.91 -3.07
H -1.14 0.45 -5.43
H 3.03 -0.60 -4.04
C -2.73 -0.50 -4.13
C 3.05 -1.90 -2.17
C -2.66 -0.74 -2.76
C 2.11 -1.90 -1.14
H -3.56 -0.71 -4.78
H 3.91 -2.53 -2.26
H -3.41 -1.14 -2.08
H 2.03 -2.50 -0.23
H -2.22 -1.30 0.25
O 0.15 -1.27 2.56
B -0.03 -0.14 1.69
O 0.13 1.03 2.48
C 0.34 0.62 3.75
C 0.36 1.37 4.91
C 0.33 0.68 6.13
C 0.31 -0.70 6.18
C 0.33 -1.46 5.00
C 0.34 -0.77 3.80
H 0.37 2.45 4.87
H 0.33 1.25 7.06
H 0.28 -1.22 7.13
H 0.31 -2.54 5.00
*
```



[5]
Computed, not measured: C16H18ClMnO2P as an isolated structure at a distorted geometry, with wB97M-V/def2-TZVPD.

Output
Lowest unoccupied orbital energy (spin up / spin down) (eV): -8.32 / -9.76
DFT total energy (Eh): -2722.76491
Kohn-Sham gap (spin up / spin down) (eV): 7.1021 / 5.6627
Strongest force on any atom (eV/A): 7.436
Expectation value of S²: 3.818
HOMO (spin up / spin down) (eV): -15.42 / -15.42

ORCA input file:
```
! wB97M-V def2-TZVPD RIJCOSX def2/J DEFGRID3
* xyz 2 4
Cl -4.38 0.60 -2.71
C 0.15 -2.52 -2.39
C 1.28 -1.75 -1.95
C 1.10 -0.40 -2.42
H 2.19 -2.11 -1.49
C -0.15 -0.30 -3.12
C -0.74 -1.62 -3.11
H -1.64 -1.85 -3.64
H 0.03 -3.60 -2.29
H 1.85 0.39 -2.43
C -0.61 0.85 -3.93
Mn -0.51 -0.99 -1.14
C -0.21 -2.09 0.28
C -2.28 -1.11 -0.85
O -0.13 -2.70 1.29
O -3.32 -1.27 -0.33
H -0.27 1.81 -3.50
H -1.70 0.86 -3.96
H -0.25 0.83 -4.96
C -2.08 0.66 1.80
P -0.58 0.69 0.64
C 0.27 1.95 -0.39
C 0.55 0.71 2.05
C 1.65 -0.13 1.92
C 2.53 -0.39 2.99
C 2.33 0.28 4.19
C 1.29 1.22 4.34
C 0.42 1.44 3.26
H -3.02 0.69 1.28
H -2.09 1.42 2.55
H -2.05 -0.28 2.33
H 0.48 2.89 0.09
H 1.24 1.52 -0.67
H -0.27 2.13 -1.31
H 1.79 -0.66 0.98
H 3.32 -1.13 2.85
H 3.01 0.08 5.03
H 1.16 1.74 5.30
H -0.39 2.16 3.39
*
```



[6]
Computed, not measured: an isolated molecule of C16H18ClN7O2 at a distorted geometry, with wB97M-V/def2-TZVPD.

Output
Lowest unoccupied orbital energy (eV): -0.94
DFT total energy (Eh): -1614.34156
Kohn-Sham gap (eV): 7.5665
SMILES: NC1(CO)CCN(c2cnc3c(-c4ccnc(O)c4Cl)nnc-3[nH]2)CC1
Strongest force on any atom (eV/A): 5.074
Energy relative to the best compared isomer or geometry (same formula, charge and spin) (eV): 2.026
HOMO (eV): -8.50

ORCA input file:
```
! wB97M-V def2-TZVPD RIJCOSX def2/J DEFGRID3
* xyz 0 1
N -0.61 0.61 -4.84
C -1.57 0.95 -3.73
C -2.82 1.67 -4.35
O -3.07 1.18 -5.68
C -1.88 -0.30 -2.92
C -2.62 -0.06 -1.61
N -1.89 0.83 -0.77
C -1.10 0.34 0.39
C 0.13 0.95 0.72
N 0.96 0.28 1.61
C 0.48 -0.68 2.38
C 0.98 -1.53 3.46
C 2.37 -1.43 4.02
C 3.07 -0.25 3.99
C 4.36 -0.15 4.44
N 5.17 -1.25 4.74
C 4.50 -2.42 4.65
O 5.20 -3.38 5.25
C 3.14 -2.60 4.43
Cl 2.42 -4.21 4.39
N -0.05 -2.20 3.90
N -1.18 -2.06 3.11
C -0.83 -1.18 2.15
N -1.54 -0.81 1.06
C -1.53 2.17 -1.40
C -0.89 1.98 -2.77
H 0.16 0.10 -4.29
H -0.28 1.38 -5.38
H -3.74 1.46 -3.78
H -2.68 2.76 -4.45
H -2.33 0.52 -5.98
H -0.88 -0.71 -2.47
H -2.43 -0.97 -3.55
H -2.89 -0.96 -1.08
H -3.49 0.59 -1.87
H 0.55 1.84 0.33
H 2.54 0.63 3.61
H 4.85 0.81 4.54
H 6.11 -2.99 5.16
H -2.54 -0.89 0.91
H -2.53 2.66 -1.58
H -0.85 2.81 -0.86
H 0.11 1.58 -2.69
H -0.87 2.95 -3.20
*
```



[7]
Computed, not measured: an isolated molecule of C16H18ClNO3 at a distorted geometry, with wB97M-V/def2-TZVPD.

Output
Lowest unoccupied orbital energy (eV): 0.76
DFT total energy (Eh): -1361.14987
Kohn-Sham gap (eV): 9.5391
SMILES: CCN(CC)C(=O)c1ccc(COc2ccccc2Cl)o1
Strongest force on any atom (eV/A): 1.266
Energy relative to the best compared isomer or geometry (same formula, charge and spin) (eV): 0.972
HOMO (eV): -8.78

ORCA input file:
```
! wB97M-V def2-TZVPD RIJCOSX def2/J DEFGRID3
* xyz 0 1
C -0.59 4.56 -2.61
C 0.53 3.63 -3.06
N 0.55 2.40 -2.30
C -0.30 1.33 -2.79
C 0.42 0.45 -3.81
C 1.29 2.37 -1.17
O 1.90 3.36 -0.78
C 1.36 1.13 -0.37
C 1.68 1.04 0.96
C 1.66 -0.33 1.28
C 1.35 -0.99 0.13
C 1.08 -2.43 -0.13
O -0.29 -2.75 0.10
C -0.71 -2.54 1.40
C -0.34 -3.40 2.42
C -0.80 -3.20 3.71
C -1.64 -2.12 3.99
C -2.01 -1.26 2.98
C -1.54 -1.46 1.69
Cl -1.99 -0.37 0.43
O 1.16 -0.11 -0.87
H -1.56 4.09 -2.72
H -0.44 4.83 -1.56
H -0.58 5.47 -3.20
H 1.50 4.13 -2.90
H 0.43 3.39 -4.12
H -1.18 1.78 -3.25
H -0.64 0.72 -1.95
H -0.26 -0.33 -4.16
H 1.29 -0.02 -3.36
H 0.74 1.03 -4.67
H 1.89 1.87 1.61
H 1.85 -0.77 2.24
H 1.24 -2.67 -1.19
H 1.73 -3.05 0.50
H 0.30 -4.24 2.20
H -0.52 -3.88 4.50
H -2.00 -1.96 4.99
H -2.65 -0.41 3.18
*
```



[8]
Computed, not measured: C16H18F3NO8Ru as an isolated structure at a distorted geometry, with wB97M-V/def2-TZVPD.

Output
Lowest unoccupied orbital energy (eV): 4.55
DFT total energy (Eh): -1671.75787
Kohn-Sham gap (eV): 5.2917
Strongest force on any atom (eV/A): 1.561
Energy relative to the best compared isomer or geometry (same formula, charge and spin) (eV): 0.345
HOMO (eV): -0.74

ORCA input file:
```
! wB97M-V def2-TZVPD RIJCOSX def2/J DEFGRID3
* xyz -2 1
Ru -0.56 -0.11 -0.09
O 4.57 -1.88 2.55
C 3.38 -1.52 1.96
C 2.99 -2.05 0.74
C 1.78 -1.65 0.19
N 1.00 -0.77 0.84
C 1.37 -0.24 2.01
C 2.57 -0.60 2.61
C 0.40 0.79 2.57
O 0.62 1.25 3.69
O -0.57 1.08 1.79
C 1.23 -2.14 -1.14
O 1.87 -3.01 -1.75
O 0.12 -1.62 -1.48
H 5.02 -2.49 1.96
H 3.59 -2.76 0.18
H 2.84 -0.15 3.55
C -1.27 -3.33 0.69
O -2.19 -2.39 1.24
C -2.08 -1.15 0.77
C -3.11 -0.33 1.52
H -1.47 -3.47 -0.37
H -1.43 -4.26 1.24
H -0.25 -2.98 0.82
H -4.04 -0.89 1.67
H -3.30 0.61 1.00
H -2.65 -0.08 2.48
C 1.55 3.17 0.23
C 0.69 2.73 -0.96
C 1.11 3.52 -2.20
C 0.75 1.22 -1.18
H 1.52 4.26 0.37
H 2.59 2.88 0.06
H 1.21 2.70 1.15
H -0.35 3.00 -0.73
H 2.14 3.27 -2.47
H 1.05 4.61 -2.04
H 0.47 3.27 -3.05
H 1.81 0.90 -1.11
H 0.46 1.01 -2.22
F -5.03 0.81 -2.53
C -3.95 0.07 -2.92
F -3.32 0.79 -3.85
F -4.45 -1.02 -3.54
C -3.07 -0.29 -1.69
O -3.41 -1.31 -1.08
O -2.16 0.54 -1.46
*
```



[9]
Computed, not measured: a 3-piece molecular cluster, C16H18F6NO6 overall at a distorted geometry, with wB97M-V/def2-TZVPD.

Output
Lowest unoccupied orbital energy (eV): 2.59
DFT total energy (Eh): -1725.99464
Kohn-Sham gap (eV): 7.2277
Strongest force on any atom (eV/A): 1.617
HOMO (eV): -4.64

ORCA input file:
```
! wB97M-V def2-TZVPD RIJCOSX def2/J DEFGRID3
* xyz -1 1
N -3.48 0.06 4.04
C -3.28 1.09 3.01
C -3.52 0.48 1.60
O -4.53 0.86 0.96
O -2.70 -0.40 1.20
C -1.92 1.78 3.05
C -0.76 1.16 2.67
C 0.44 1.83 2.68
C 0.48 3.15 3.08
C -0.67 3.78 3.51
C -1.87 3.10 3.49
H -3.24 0.49 4.93
H -2.84 -0.69 3.82
H -4.04 1.87 3.12
H -0.79 0.12 2.35
H 1.36 1.36 2.34
H 1.41 3.72 3.08
H -0.65 4.81 3.85
H -2.79 3.57 3.81
C -2.31 -0.21 -2.48
C -1.99 -1.66 -2.18
O -1.39 -2.31 -3.34
C -0.10 -2.09 -3.53
O 0.62 -1.42 -2.85
C 0.37 -2.88 -4.76
F -0.46 -2.75 -5.80
F 0.46 -4.20 -4.48
F 1.58 -2.48 -5.16
H -2.93 -0.13 -3.37
H -2.82 0.24 -1.63
H -1.40 0.36 -2.67
H -2.91 -2.20 -1.97
H -1.35 -1.76 -1.31
C 2.21 -2.30 -0.80
C 3.00 -1.50 -1.82
O 3.28 -0.17 -1.33
C 4.28 -0.04 -0.48
O 4.99 -0.92 -0.08
C 4.44 1.44 -0.11
F 3.25 1.98 0.17
F 4.97 2.14 -1.13
F 5.23 1.62 0.95
H 1.30 -1.77 -0.53
H 1.94 -3.27 -1.21
H 2.78 -2.45 0.11
H 2.42 -1.38 -2.72
H 3.93 -2.00 -2.09
*
```



[10]
Computed, not measured: an isolated molecule of C16H18N2OS, with wB97M-V/def2-TZVPD.

Output
Lowest unoccupied orbital energy (eV): 0.66
DFT total energy (Eh): -1203.46639
Kohn-Sham gap (eV): 9.4099
SMILES: C[C@@H]1CCc2c(C(=O)NCc3cccnc3)csc2C1
Strongest force on any atom (eV/A): 0.705
Energy relative to the best compared isomer or geometry (same formula, charge and spin) (eV): 0.478
HOMO (eV): -8.75

ORCA input file:
```
! wB97M-V def2-TZVPD RIJCOSX def2/J DEFGRID3
* xyz 0 1
C -5.32 -1.41 0.62
C -4.10 -0.70 0.03
C -2.86 -1.59 0.08
C -1.70 -0.95 -0.68
C -1.51 0.47 -0.26
C -0.38 1.29 -0.54
C 0.86 0.85 -1.23
O 1.31 1.39 -2.22
N 1.45 -0.23 -0.65
C 2.71 -0.76 -1.12
C 3.86 -0.26 -0.28
C 4.26 1.07 -0.36
C 5.29 1.51 0.45
C 5.89 0.60 1.31
N 5.52 -0.67 1.39
C 4.53 -1.08 0.62
C -0.55 2.57 -0.11
S -2.07 2.81 0.66
C -2.51 1.16 0.37
C -3.82 0.60 0.79
H -5.55 -2.31 0.05
H -6.19 -0.76 0.60
H -5.13 -1.70 1.65
H -4.31 -0.45 -1.01
H -3.09 -2.57 -0.35
H -2.57 -1.75 1.12
H -0.79 -1.53 -0.52
H -1.91 -0.97 -1.75
H 1.13 -0.53 0.26
H 2.67 -1.86 -1.10
H 2.82 -0.42 -2.15
H 3.76 1.74 -1.05
H 5.63 2.53 0.41
H 6.70 0.89 1.96
H 4.26 -2.13 0.72
H 0.14 3.39 -0.20
H -4.61 1.33 0.61
H -3.80 0.40 1.87
*
```



[11]
Computed, not measured: an isolated molecule of C16H18N4O5S at a distorted geometry, with wB97M-V/def2-TZVPD.

Output
Lowest unoccupied orbital energy (eV): -1.04
DFT total energy (Eh): -1613.84589
Kohn-Sham gap (eV): 8.3868
SMILES: CCC[C@@H](C)c1nnc(NC(=O)c2cc(C(=O)OC)cc([N+](=O)[O-])c2)s1
Strongest force on any atom (eV/A): 1.868
Energy relative to the best compared isomer or geometry (same formula, charge and spin) (eV): 3.448
HOMO (eV): -9.43

ORCA input file:
```
! wB97M-V def2-TZVPD RIJCOSX def2/J DEFGRID3
* xyz 0 1
C -0.96 -2.51 -0.20
C -2.12 -2.01 0.64
C -3.38 -1.70 -0.17
C -3.20 -0.61 -1.24
C -4.52 -0.36 -1.97
C -2.74 0.65 -0.59
N -3.48 1.46 0.06
N -2.84 2.48 0.61
C -1.57 2.48 0.39
N -0.75 3.48 0.85
C 0.61 3.47 1.06
O 1.20 4.49 1.32
C 1.27 2.13 0.98
C 2.35 1.93 0.12
C 2.97 0.69 0.06
C 4.11 0.53 -0.90
O 4.47 1.38 -1.67
O 4.69 -0.67 -0.79
C 5.79 -0.91 -1.65
C 2.53 -0.36 0.85
C 1.47 -0.14 1.72
N 1.00 -1.22 2.55
O 1.52 -2.31 2.40
O 0.10 -0.98 3.33
C 0.84 1.09 1.80
S -1.04 1.13 -0.61
H -0.54 -1.71 -0.82
H -0.16 -2.89 0.43
H -1.28 -3.32 -0.86
H -2.38 -2.78 1.38
H -1.82 -1.12 1.21
H -4.17 -1.39 0.51
H -3.71 -2.61 -0.68
H -2.44 -0.93 -1.95
H -4.87 -1.28 -2.43
H -4.39 0.38 -2.75
H -5.27 0.00 -1.28
H -1.22 4.35 1.07
H 2.70 2.74 -0.50
H 6.13 -1.92 -1.44
H 6.59 -0.19 -1.46
H 5.48 -0.82 -2.70
H 3.00 -1.33 0.81
H 0.02 1.22 2.49
*
```



[12]
Computed, not measured: a 2-piece molecular cluster, C16H18O3 overall at a distorted geometry, with wB97M-V/def2-TZVPD.

Output
Lowest unoccupied orbital energy (eV): -1.48
DFT total energy (Eh): -846.08063
Kohn-Sham gap (eV): 4.0243
Strongest force on any atom (eV/A): 2.691
HOMO (eV): -5.51

ORCA input file:
```
! wB97M-V def2-TZVPD RIJCOSX def2/J DEFGRID3
* xyz 0 1
C -0.40 0.22 2.44
O 0.81 0.55 1.71
C 0.80 1.19 0.59
C 2.03 1.55 -0.04
C 1.96 2.10 -1.34
C 3.12 2.48 -1.99
C 4.37 2.30 -1.38
C 5.61 2.69 -2.12
C 4.44 1.75 -0.08
C 3.29 1.38 0.60
H -0.07 -0.02 3.45
H -1.10 1.07 2.46
H -0.87 -0.65 1.99
H -0.16 1.45 0.12
H 0.97 2.20 -1.78
H 3.07 2.91 -2.99
H 6.50 2.46 -1.53
H 5.67 2.17 -3.08
H 5.60 3.77 -2.34
H 5.42 1.63 0.38
H 3.32 0.96 1.60
C -5.95 -2.58 1.08
O -4.66 -3.23 1.07
C -3.62 -2.62 0.46
C -2.36 -3.29 0.47
C -1.25 -2.74 -0.08
C -1.27 -1.37 -0.61
O -0.20 -0.75 -0.86
C -2.59 -0.78 -0.74
C -3.70 -1.35 -0.18
H -6.60 -3.27 1.61
H -5.91 -1.62 1.61
H -6.33 -2.41 0.06
H -2.33 -4.27 0.95
H -0.30 -3.26 -0.08
H -2.64 0.19 -1.24
H -4.65 -0.81 -0.22
*
```